{
  "formula": "C45H41CaN2OP2Si",
  "method": "ωB97M-V/def2-TZVPD",
  "charge": 1,
  "relative_energy_ev": 0.000,
  "elements": ["Ca", "C", "Si", "C", "C", "C", "C", "C", "C", "P", "C", "C", "C", "C", "C", "C", "C", "C", "C", "C", "C", "C", "C", "C", "C", "C", "C", "C", "P", "C", "C", "C", "C", "C", "C", "C", "C", "C", "C", "C", "C", "H", "H", "H", "H", "H", "H", "H", "H", "H", "H", "H", "H", "H", "H", "H", "H", "H", "H", "H", "H", "H", "H", "H", "H", "H", "H", "H", "H", "H", "H", "H", "C", "C", "O", "N", "C", "C", "C", "C", "C", "C", "N", "H", "H", "H", "H", "H", "H", "H", "H", "H", "H"],
  "coordinates": [[1.27414, 0.55698, -0.05604], [0.79742, -0.16228, -4.32485], [0.11925, 0.08910, -2.55482], [-0.46648, -1.68318, -2.06309], [-1.81080, -2.05421, -2.12281], [-2.23425, -3.32900, -1.78043], [-1.31153, -4.28755, -1.38530], [0.02954, -3.94880, -1.31837], [0.45082, -2.65368, -1.61947], [2.20843, -2.15691, -1.49010], [2.66890, -2.31895, 0.29261], [2.29903, -3.34720, 1.15932], [2.82726, -3.40959, 2.43866], [3.71989, -2.44134, 2.88611], [4.07396, -1.39296, 2.05214], [3.54999, -1.34057, 0.76514], [3.10991, -3.58763, -2.19109], [2.66256, -4.12150, -3.40051], [3.36026, -5.14894, -4.01162], [4.51628, -5.65106, -3.43150], [4.97327, -5.11874, -2.23689], [4.27761, -4.09057, -1.61910], [-1.51802, 1.07879, -2.79418], [-2.25039, 0.95272, -3.97809], [-3.34729, 1.74790, -4.26229], [-3.74736, 2.72459, -3.35986], [-3.05016, 2.87527, -2.17466], [-1.95738, 2.05331, -1.88564], [-1.10593, 2.28255, -0.28855], [-0.87206, 4.09343, -0.17750], [-1.69755, 4.96117, 0.53468], [-1.41835, 6.32055, 0.56777], [-0.32098, 6.82515, -0.11231], [0.50101, 5.96872, -0.83214], [0.23027, 4.61085, -0.86095], [-2.40910, 1.95540, 0.96373], [-2.08337, 2.15226, 2.30755], [-2.99660, 1.87372, 3.30888], [-4.25417, 1.38111, 2.98719], [-4.58524, 1.16680, 1.65937], [-3.66926, 1.44593, 0.65306], [0.94324, 0.79733, -4.82338], [0.14505, -0.77425, -4.95143], [1.76953, -0.65868, -4.28645], [-2.54372, -1.33031, -2.45832], [-3.28432, -3.58672, -1.84783], [-1.63302, -5.29485, -1.15324], [0.75920, -4.70863, -1.06602], [1.61666, -4.11507, 0.82519], [2.55417, -4.22889, 3.09125], [4.13695, -2.51064, 3.88212], [4.76505, -0.63088, 2.38928], [3.88762, -0.56234, 0.08081], [1.75729, -3.73815, -3.85688], [2.99912, -5.55996, -4.94509], [5.05922, -6.45439, -3.91099], [5.87451, -5.50612, -1.78002], [4.64845, -3.68665, -0.68602], [-1.94185, 0.21480, -4.71004], [-3.88190, 1.61988, -5.19498], [-4.59000, 3.36575, -3.58239], [-3.35169, 3.64028, -1.46801], [-2.56162, 4.58067, 1.06285], [-2.06704, 6.98841, 1.11967], [-0.11017, 7.88596, -0.08933], [1.35155, 6.36011, -1.37515], [0.86432, 3.94530, -1.44097], [-1.11066, 2.55419, 2.56953], [-2.73175, 2.05242, 4.34391], [-4.97361, 1.17406, 3.76841], [-5.56437, 0.78455, 1.40097], [-3.94238, 1.27298, -0.37887], [-2.46001, -1.70516, 1.68402], [-1.09560, -1.10087, 1.83802], [-0.44936, -0.68488, 0.87511], [-0.58158, -1.06023, 3.08209], [0.78814, -0.64110, 3.32875], [0.97942, 0.85727, 3.41607], [0.71877, 1.53601, 4.60166], [0.89524, 2.90967, 4.65156], [1.33400, 3.56482, 3.51044], [1.57746, 2.81327, 2.37434], [1.40770, 1.48958, 2.32014], [-2.84063, -1.46435, 0.69589], [-3.14917, -1.34348, 2.44575], [-2.37329, -2.78959, 1.77003], [-1.14103, -1.39000, 3.85001], [1.41243, -1.03390, 2.52736], [1.11209, -1.09889, 4.26315], [0.38649, 0.98927, 5.47398], [0.69854, 3.45655, 5.56369], [1.48467, 4.63431, 3.49396], [1.90838, 3.29989, 1.46134]],
  "atomic_forces_ev_per_a": [[-0.116, -0.391, 0.491], [-0.094, -0.004, 0.169], [-0.057, 0.186, -0.503], [0.125, 0.104, -0.001], [-0.110, -0.059, 0.003], [-0.042, 0.035, -0.016], [0.041, -0.064, 0.028], [-0.013, -0.056, 0.023], [0.069, -0.032, -0.040], [0.001, -0.108, -0.006], [-0.029, 0.206, -0.072], [-0.009, 0.004, 0.057], [-0.038, -0.061, 0.004], [0.037, 0.077, -0.002], [0.032, -0.017, 0.112], [-0.046, -0.043, -0.053], [-0.002, 0.043, -0.033], [-0.033, 0.064, 0.065], [-0.009, -0.032, -0.061], [0.016, -0.025, -0.025], [0.038, -0.025, 0.010], [-0.104, 0.079, -0.001], [0.135, -0.034, 0.019], [-0.031, -0.079, -0.153], [-0.008, 0.004, -0.015], [-0.004, 0.038, 0.059], [-0.008, -0.027, -0.062], [-0.012, 0.088, 0.021], [-0.158, 0.031, 0.097], [-0.039, -0.043, 0.026], [0.085, -0.062, -0.046], [-0.016, 0.017, 0.009], [0.007, 0.038, 0.000], [0.075, 0.026, -0.048], [-0.053, -0.009, 0.045], [0.021, -0.091, -0.082], [0.051, 0.054, -0.075], [0.018, 0.019, 0.102], [-0.051, -0.012, 0.028], [-0.040, -0.012, -0.008], [0.110, 0.048, -0.016], [-0.001, 0.037, 0.000], [-0.036, -0.006, -0.002], [0.027, -0.014, 0.031], [-0.034, 0.007, -0.007], [-0.013, 0.001, 0.000], [0.015, -0.007, 0.000], [0.011, -0.036, 0.013], [-0.029, -0.028, -0.008], [-0.008, -0.012, 0.004], [0.012, 0.012, 0.008], [0.016, -0.023, -0.001], [0.053, -0.013, -0.008], [0.002, -0.007, -0.014], [-0.002, -0.001, -0.006], [0.001, -0.007, -0.002], [0.005, 0.004, 0.004], [0.012, 0.008, 0.029], [-0.007, 0.003, -0.011], [-0.004, -0.001, -0.004], [-0.006, 0.011, 0.004], [-0.016, 0.015, -0.003], [-0.022, -0.027, 0.021], [-0.003, -0.001, 0.002], [0.006, 0.006, 0.000], [-0.004, 0.010, 0.000], [-0.003, 0.017, -0.001], [-0.018, -0.001, 0.002], [0.002, 0.003, 0.010], [-0.010, -0.005, 0.009], [-0.002, -0.004, -0.012], [-0.001, -0.011, -0.021], [0.085, 0.009, -0.095], [-0.153, -0.001, 0.206], [0.352, 0.077, -0.030], [0.019, 0.036, -0.062], [0.009, 0.008, 0.011], [-0.113, -0.058, 0.185], [0.039, 0.041, -0.120], [0.023, -0.092, -0.085], [0.009, 0.007, -0.026], [-0.021, 0.164, 0.087], [0.039, 0.013, -0.199], [0.002, -0.005, 0.005], [0.027, 0.027, 0.034], [-0.006, -0.022, -0.006], [-0.029, -0.009, -0.025], [0.034, -0.025, 0.045], [0.014, -0.019, -0.045], [-0.007, -0.022, 0.005], [-0.001, 0.015, 0.002], [-0.001, 0.017, -0.009], [-0.004, 0.029, 0.035]]
}